Entry 1:
ORCA calculation (ωB97M-V/def2-TZVPD) on 8 unconnected molecules or ions with the total composition C42H108N8O13 at a distorted geometry.

Each line ends with the Mulliken charge.
Geometry (Å):
O 16.75 -16.65 20.41  -0.345
H 20.08 -10.14 6.78  0.342
H 17.90 -16.67 18.73  0.316
C 18.09 -12.01 10.05  -0.650
C 8.82 -22.12 12.47  -0.693
H 13.68 -9.12 18.79  0.258
C 13.82 -16.58 17.35  -0.397
N 14.74 -21.82 24.42  -0.378
H 21.85 -10.73 4.87  0.309
H 16.53 -23.56 14.35  0.313
H 9.57 -10.45 20.52  0.287
H 14.46 -30.61 18.62  0.256
C 17.11 -16.05 19.17  -0.727
H 4.76 -18.13 12.19  0.450
C 16.66 -21.88 11.97  -0.807
H 12.14 -17.54 16.22  0.341
O 15.93 -23.66 26.22  -0.330
C 10.08 -11.18 21.15  -0.810
C 5.39 -20.27 12.07  -0.529
H 16.15 -21.32 8.38  0.374
N 6.55 -20.19 11.14  -0.409
H 12.66 -8.36 17.81  0.256
H 18.04 -22.85 14.69  0.285
H 15.91 -9.37 25.63  0.268
C 13.37 -19.93 25.12  -0.589
C 16.84 -22.87 25.36  -0.432
H 6.24 -21.43 9.39  0.366
H 15.11 -32.91 18.16  0.341
H 16.11 -22.95 23.34  0.365
H 13.03 -26.32 18.89  0.297
H 13.48 -16.12 18.28  0.292
H 10.89 -17.48 18.15  0.317
H 16.97 -31.41 17.58  0.242
H 17.33 -12.77 9.84  0.333
H 13.78 -28.46 16.76  0.317
O 19.41 -12.44 10.30  -0.369
C 14.57 -20.79 25.44  -0.409
C 6.31 -17.12 13.83  -0.705
H 8.56 -20.89 9.47  0.310
H 10.79 -9.42 18.96  0.156
H 5.71 -20.99 12.83  0.278
H 14.62 -21.28 26.42  0.265
H 19.51 -9.77 29.96  0.411
H 18.32 -34.86 17.66  0.252
H 21.43 -9.12 5.24  0.306
C 17.11 -22.66 14.15  -0.780
N 17.74 -11.58 7.63  -0.139
N 17.01 -9.97 30.33  -0.668
C 16.12 -22.24 24.16  -0.802
C 16.03 -15.63 18.17  -0.440
C 16.61 -24.40 27.21  -0.754
H 19.89 -11.74 6.10  0.188
N 12.74 -8.78 18.72  -0.689
H 16.48 -15.15 17.30  0.377
H 18.91 -10.43 8.97  0.282
C 21.19 -9.92 4.54  -0.705
H 15.77 -10.32 28.00  0.361
H 16.90 -12.13 7.55  0.214
O 17.62 -22.51 12.76  -0.361
H 17.58 -9.81 6.45  0.249
H 12.13 -9.93 21.05  0.406
C 17.97 -10.99 8.90  -0.514
H 17.92 -21.61 10.21  0.107
O 13.02 -28.43 18.73  -0.324
O 16.54 -33.92 16.94  -0.363
H 11.62 -27.27 19.51  0.252
H 15.83 -29.70 18.74  0.286
H 12.06 -17.26 19.43  0.169
C 11.66 -17.99 18.73  -0.637
H 11.24 -11.59 17.90  0.342
H 7.06 -16.88 14.58  0.203
C 6.65 -21.43 10.40  -0.698
C 14.98 -29.82 18.07  -0.441
N 15.39 -30.37 16.77  -0.236
O 6.46 -18.45 13.46  -0.304
H 9.27 -11.88 21.30  0.291
C 8.22 -21.62 10.20  -0.512
C 16.84 -10.51 27.92  -0.750
H 12.42 -16.87 25.81  0.232
H 13.78 -15.83 16.57  0.327
H 15.57 -16.29 22.17  0.258
C 13.03 -17.83 16.78  -0.507
C 12.17 -10.56 20.17  -0.776
H 11.35 -18.30 25.61  0.327
H 15.28 -17.43 18.61  0.299
O 17.36 -10.21 26.57  -0.402
H 16.44 -23.69 9.25  0.238
H 12.20 -17.60 24.21  0.271
O 13.28 -18.63 25.81  -0.319
H 9.00 -21.54 13.37  0.245
H 19.66 -13.46 8.43  0.239
H 15.90 -20.28 9.72  0.402
C 11.81 -10.71 17.62  -1.355
H 10.34 -10.52 21.99  0.345
H 16.94 -11.59 28.00  0.407
H 17.81 -33.66 18.75  0.286
H 15.48 -20.20 25.33  0.326
H 17.29 -23.72 27.72  0.319
H 8.33 -22.61 9.75  0.365
H 16.38 -8.39 27.08  0.346
H 11.17 -18.75 19.34  0.272
O 12.65 -18.59 17.91  -0.379
H 16.79 -20.83 12.22  0.366
C 16.25 -31.52 16.77  -0.651
H 17.14 -10.35 9.21  0.368
H 15.69 -22.16 12.39  0.437
H 16.21 -14.88 21.36  0.291
H 4.46 -20.59 11.60  0.420
H 17.38 -9.26 30.94  0.264
H 14.22 -22.59 24.82  0.300
C 18.00 -10.82 6.38  -0.634
C 11.80 -9.80 18.86  0.594
H 16.85 -23.97 10.78  0.209
H 14.86 -33.02 16.41  0.299
C 16.73 -8.98 26.23  -0.725
H 19.43 -11.02 28.82  0.307
H 9.53 -22.94 12.34  0.308
C 19.11 -9.99 28.98  -1.338
H 11.32 -10.21 16.79  0.374
H 16.60 -21.83 14.63  0.329
H 13.11 -11.11 20.25  0.314
H 14.92 -21.51 9.76  0.390
H 20.96 -13.80 9.65  0.246
H 4.48 -19.07 13.54  0.429
C 5.27 -18.87 12.81  -0.765
H 13.23 -19.82 24.04  0.341
H 16.81 -31.55 15.84  0.409
H 14.77 -27.63 18.07  0.335
C 12.37 -27.17 18.73  -0.724
H 17.34 -25.02 26.69  0.304
H 21.27 -9.85 3.46  0.255
H 15.33 -14.93 18.64  0.294
H 14.89 -15.95 20.69  0.087
C 17.41 -34.42 18.08  -0.646
N 15.23 -16.88 17.77  -0.438
C 14.16 -28.48 17.78  -0.485
H 6.38 -16.52 12.93  0.301
C 15.86 -15.90 21.19  -0.478
H 19.41 -14.46 9.92  0.277
H 12.86 -10.90 17.38  0.307
H 7.81 -22.49 12.63  0.291
H 17.20 -10.90 30.68  0.237
H 17.23 -8.33 25.51  0.263
H 17.67 -11.54 10.94  0.404
C 19.90 -13.59 9.49  -0.616
C 17.60 -9.75 29.03  0.529
H 11.81 -26.82 17.86  0.298
H 16.01 -24.95 27.94  0.252
H 5.28 -17.12 14.19  0.319
C 15.95 -21.33 9.45  -1.501
H 19.53 -9.35 28.21  0.306
O 19.86 -10.34 4.71  -0.383
N 17.05 -23.37 9.99  -0.600
O 11.14 -11.56 20.45  -0.300
C 12.26 -17.80 25.28  -0.698
H 15.56 -29.90 15.89  0.244
H 17.70 -15.16 19.42  0.425
H 17.44 -8.70 28.79  0.185
C 19.51 -10.72 6.04  -0.351
O 9.03 -21.29 11.33  -0.386
C 16.92 -22.00 10.40  0.599
H 13.59 -18.52 16.15  0.283
H 17.72 -23.41 25.02  0.471
C 15.61 -32.88 17.19  -0.513
H 16.68 -21.35 23.89  0.332
H 12.47 -20.44 25.46  0.278
H 17.53 -11.37 5.57  0.347
H 6.27 -22.35 10.84  0.373
H 7.40 -20.10 11.66  0.343
H 17.14 -22.12 26.09  0.327
H 16.75 -35.16 18.53  0.267

Output
charge: 0
SMILES: COC[C@H](C)N.COC[C@H](C)N.COC[C@H](C)N.COCCNCCOC.COCCNCCOC.COCCNCCOC.COCCNCCOC.COCCNCCOC
gap between HOMO and LUMO: 8.550 eV
highest occupied orbital energy: -0.301 hartree

Entry 2:
ORCA calculation (ωB97M-V/def2-TZVPD) on 11 unconnected molecules or ions with the total composition C42H111ClN7O21 at a distorted geometry.

Each line ends with the Mulliken charge.
Geometry (Å):
H -1.94 -2.45 0.90  -0.271
H 0.05 -0.82 7.22  0.388
H -1.27 -3.64 -1.13  -0.453
H -2.93 -1.92 -0.36  -1.491
H 2.93 -9.58 -3.65  0.251
H 4.73 -4.36 0.17  0.223
C 0.62 -3.79 3.36  -0.209
H 0.76 -8.23 -2.12  0.374
H -7.48 -4.47 2.89  0.353
H 8.64 -3.12 1.75  0.310
H 3.77 6.74 -1.00  0.218
H -2.90 1.81 0.33  0.221
H -9.06 -2.95 0.38  0.585
H -0.60 0.41 8.11  0.326
H 0.34 -2.99 0.80  -0.477
H -0.32 3.65 -1.61  0.062
H 5.42 4.38 -0.40  0.284
C 3.10 5.12 0.31  -0.301
H 2.49 -2.20 -0.43  -0.058
H -0.39 2.10 0.84  0.172
O -2.68 -2.22 -3.72  -0.710
H -3.26 0.92 3.04  0.523
H 1.37 -9.35 -4.57  0.331
C 4.43 11.34 -1.60  -0.735
H 3.56 -0.67 0.04  0.414
H 4.40 12.43 -1.63  0.289
C -4.87 -4.10 3.04  -0.930
H 5.11 11.09 -0.77  0.307
H -4.43 -3.84 0.52  0.030
H -7.35 -2.83 0.93  -0.099
H -7.11 -4.39 -2.27  0.226
O -3.19 -4.53 -1.46  -0.371
H -5.48 -3.22 3.29  0.320
O 3.12 10.88 -1.37  -0.434
H 3.75 9.15 -0.45  0.374
H 5.09 -2.70 -0.45  0.179
H -1.98 -0.77 5.67  -0.484
C 6.37 5.83 -1.40  -0.899
H 7.19 5.16 -1.68  0.433
H 6.74 6.27 -0.46  0.441
H 1.33 1.21 4.49  0.302
H 1.61 -3.36 -2.23  -1.115
C -2.70 -2.82 0.21  1.303
H -3.93 -0.15 -0.90  -0.140
Cl -0.32 0.13 -1.38  1.285
H -5.21 0.36 -1.89  0.171
H 1.82 -5.51 -3.95  0.432
H 1.75 8.21 -2.99  0.234
H 1.13 -1.81 -3.98  0.172
H -4.18 0.07 5.51  0.133
N 1.09 8.56 -2.33  -0.191
H 3.58 -3.35 1.97  0.349
C -6.82 -5.33 2.74  -0.976
H 9.22 -4.21 0.65  0.273
C 2.30 -8.89 -4.23  -0.766
C -2.72 -5.50 -2.34  -0.875
O -1.39 0.70 3.84  -0.488
H -0.39 -3.44 3.09  -0.190
H -3.11 -4.68 2.14  0.230
O 0.08 5.62 -1.99  -0.079
H -0.71 2.22 2.32  0.325
H -0.62 7.99 -1.25  0.380
C -4.92 0.31 -0.83  0.036
C 6.30 6.96 -2.42  0.153
H 4.73 6.44 0.44  0.307
H 3.47 2.49 2.17  0.245
C 0.99 -3.75 -3.05  2.442
H 2.94 -8.74 -5.10  0.251
C -8.08 -2.48 0.20  -0.049
H -8.16 -0.57 1.34  0.379
O 3.52 0.22 -0.32  -0.723
N 5.15 5.09 -1.09  -0.328
H 2.58 4.62 -0.52  0.086
H 4.48 -2.81 -4.44  0.295
C -2.19 -3.96 -0.63  0.759
O 7.14 -4.03 0.62  -0.293
H 4.92 8.36 -4.10  0.178
H -2.12 0.22 1.91  -0.493
H -0.26 -5.94 -1.97  -0.596
C -0.26 -0.13 3.95  0.500
H 7.26 7.48 -2.48  0.394
H -2.71 -0.77 3.21  -0.077
C 4.91 -3.31 0.43  -0.424
H 3.50 -2.49 -3.00  -0.168
O -1.21 -0.12 -0.27  -0.252
O 5.86 6.55 -3.70  -0.323
H 1.98 3.46 1.98  0.312
O -7.62 -2.79 -1.09  -0.373
H -8.32 -4.72 -0.98  0.317
H -4.60 -0.50 7.23  0.286
C 1.65 8.99 -1.07  -0.212
N 0.11 1.10 6.18  -0.356
C -2.40 0.26 2.97  0.270
C 4.19 5.93 -0.40  -0.579
H 1.18 9.88 -0.65  0.326
C -3.61 -3.70 2.26  -0.011
H -0.03 -3.49 -2.73  -1.130
H 5.94 -3.96 2.22  0.354
H -3.27 2.31 -1.41  0.322
H -1.91 -5.11 -2.97  0.245
H 2.62 2.51 0.62  0.292
H -5.81 -1.55 -0.05  0.187
O 2.51 -3.00 -4.78  -0.472
H -1.05 8.60 -2.63  0.424
N 1.09 -5.15 -3.36  -0.180
C -1.93 -0.44 6.72  0.473
C 6.11 -3.36 1.32  -0.591
C 0.88 -7.50 -2.94  -0.780
H -4.51 -4.54 3.98  0.494
O -1.07 0.58 -2.52  -0.745
H -7.41 -5.94 2.04  0.297
H 2.66 0.27 -0.77  0.319
C 0.76 -6.12 -2.33  0.631
N -7.32 -0.14 -0.45  -0.392
H -1.52 6.48 -3.00  0.338
H -3.52 -5.71 -3.06  0.390
H -5.89 -0.17 1.03  0.153
H -0.77 1.52 5.87  0.420
H 0.50 -3.08 -5.09  0.392
C -0.22 7.96 -2.28  -1.027
O -5.62 -4.89 2.14  -0.224
C 1.20 -2.87 -4.28  -0.641
H 0.52 -4.78 3.80  0.334
H 2.43 5.83 0.78  0.377
C -0.44 6.60 -2.88  -0.507
N -3.94 -3.06 0.97  0.133
H 0.07 6.48 -3.85  0.324
C -8.27 -0.94 0.32  -0.904
C 5.62 7.66 -4.55  -0.644
H 5.10 7.19 -5.39  0.234
H -3.78 3.28 0.00  0.319
C 0.70 0.48 5.00  -1.147
H 0.06 -7.71 -3.65  0.388
N 3.71 -2.84 1.11  -0.313
C 2.48 -2.97 0.35  0.223
H -2.63 -2.96 -3.11  0.318
C -0.54 0.10 7.06  -1.042
C -0.19 4.30 -2.47  -0.830
H -7.38 -0.45 -1.41  0.367
H 1.32 -0.35 5.34  0.368
H 6.40 -2.33 1.59  0.387
H 0.16 -0.35 2.97  0.352
C 2.89 3.10 1.49  -0.639
H 1.37 -5.90 -1.44  0.012
C -4.18 0.27 6.58  -0.570
H 2.45 -3.95 -0.14  0.162
H -2.42 -6.50 -2.01  0.339
C -7.41 -4.17 -1.24  -0.552
H -0.51 -1.14 4.32  -0.030
O -4.88 1.65 -0.39  -0.518
O 1.45 -3.88 2.23  -0.451
H -2.21 -1.37 7.24  0.562
O 3.78 4.14 1.07  -0.425
H 1.61 8.18 -0.33  0.123
H 3.60 8.96 -2.11  -0.425
H 6.55 8.02 -5.00  0.295
O 0.43 -1.06 -1.65  -0.359
C -5.92 -0.47 -0.02  -0.061
H -2.88 -1.46 -3.16  0.329
H 3.36 -1.28 -4.22  0.278
H -1.22 4.20 -2.83  0.445
H 5.55 7.65 -2.01  -0.196
H 0.41 4.02 -3.33  0.332
C -3.60 2.27 -0.37  -0.617
H -6.57 -4.53 -0.64  0.100
H 8.33 -4.85 2.07  0.278
H -4.83 1.14 6.71  0.246
O 0.67 1.14 -1.03  -0.536
O -0.60 2.75 1.52  -0.710
H -6.79 -5.85 3.70  0.348
O -2.86 0.59 6.94  -0.365
O 2.11 -7.66 -3.59  -0.296
H 1.04 -3.04 4.05  0.226
C 3.09 9.47 -1.28  0.290
C 8.36 -4.08 1.30  -0.773
C 1.30 -2.82 1.30  0.378
H 1.33 -1.79 1.65  -0.036
H -1.77 -4.75 0.02  0.529
H -9.25 -0.74 -0.10  0.362
C 3.57 -2.34 -4.09  -0.204
H 4.84 11.01 -2.56  0.265
H -2.96 -3.02 2.80  -0.181

Output
charge: -1
gap between HOMO and LUMO: 8.146 eV
highest occupied orbital energy: -0.229 hartree

no.,electronic energy (a.u.)
1,-3080.59080
2,-4089.78610